This record from the OMol25 dataset describes C51H43N5O3P2RhS as an isolated structure in a non-equilibrium geometry. The level of theory is the ωB97M-V functional and the def2-TZVPD basis.

ΔE to the lowest compared entry with this formula, charge and spin, kcal/mol: 33.0
HOMO-LUMO gap (alpha / beta), eV: 5.91 / 5.80
HOMO energy (alpha / beta), eV: -15.76 / -15.76
E, eV: -99576.9419

Structure (ORCA input):
```
! wB97M-V def2-TZVPD RIJCOSX def2/J DEFGRID3
* xyz 3 1
Rh -0.07 -0.02 0.41
N 4.27 1.04 1.29
C 2.94 0.98 1.40
N 2.14 0.73 0.40
C 2.68 0.47 -0.85
N 1.86 0.24 -1.83
N 0.58 0.13 -1.64
C -0.34 0.49 -2.48
C -1.69 0.05 -2.19
C -2.71 0.07 -3.14
C -3.96 -0.42 -2.78
C -4.15 -0.94 -1.51
C -3.08 -0.92 -0.62
N -1.90 -0.42 -0.95
C 4.11 0.50 -1.04
C 4.73 0.26 -2.27
C 6.10 0.37 -2.38
C 6.88 0.69 -1.27
C 6.29 0.90 -0.04
C 4.91 0.82 0.08
H 4.84 1.26 2.10
H 2.51 1.15 2.37
H -0.12 1.06 -3.37
H -2.53 0.44 -4.14
H -4.77 -0.42 -3.49
H -5.09 -1.35 -1.20
H -3.16 -1.32 0.38
H 4.12 0.01 -3.12
H 6.57 0.22 -3.34
H 7.94 0.79 -1.37
H 6.89 1.15 0.82
O -1.46 -0.72 1.99
P -2.25 0.09 2.97
C -3.15 1.46 2.13
P -1.89 2.66 1.51
O -0.55 2.01 1.29
C -1.71 3.95 2.77
C -2.78 4.78 3.09
C -2.61 5.79 4.02
C -1.38 5.98 4.62
C -0.31 5.15 4.30
C -0.47 4.14 3.37
C -2.51 3.35 -0.05
C -1.55 4.02 -0.81
C -1.88 4.54 -2.04
C -3.16 4.39 -2.53
C -4.13 3.75 -1.77
C -3.81 3.24 -0.52
C -3.45 -1.08 3.67
C -4.81 -0.85 3.79
C -5.64 -1.87 4.23
C -5.11 -3.12 4.55
C -3.75 -3.34 4.43
C -2.91 -2.33 3.99
C -1.23 0.85 4.25
C 0.13 0.57 4.29
C 0.89 1.06 5.34
C 0.30 1.83 6.33
C -1.05 2.12 6.28
C -1.82 1.63 5.25
H -3.85 1.96 2.80
H -3.70 1.03 1.29
H -3.74 4.63 2.60
H -3.44 6.43 4.27
H -1.24 6.78 5.32
H 0.65 5.30 4.77
H 0.35 3.49 3.10
H -0.55 4.13 -0.41
H -1.13 5.06 -2.62
H -3.42 4.79 -3.50
H -5.14 3.66 -2.14
H -4.58 2.76 0.07
H -5.23 0.11 3.53
H -6.70 -1.70 4.31
H -5.76 -3.91 4.88
H -3.33 -4.31 4.66
H -1.85 -2.49 3.87
H 0.56 -0.03 3.50
H 1.95 0.82 5.41
H 0.90 2.19 7.15
H -1.51 2.72 7.05
H -2.89 1.83 5.22
O 1.13 -1.78 1.30
S 1.64 -2.64 0.19
C 3.44 -2.69 0.46
C 4.26 -2.89 -0.64
C 5.63 -2.92 -0.45
C 6.17 -2.75 0.81
C 5.34 -2.53 1.90
C 3.96 -2.49 1.73
C 1.14 -4.33 0.61
C 1.15 -5.28 -0.40
C 0.70 -6.56 -0.13
C 0.23 -6.88 1.13
C 0.23 -5.92 2.14
C 0.68 -4.63 1.88
H 3.83 -3.02 -1.62
H 6.28 -3.08 -1.30
H 7.24 -2.80 0.95
H 5.76 -2.39 2.88
H 3.30 -2.32 2.57
H 1.51 -5.02 -1.39
H 0.70 -7.30 -0.92
H -0.16 -7.87 1.32
H -0.12 -6.17 3.12
H 0.66 -3.88 2.64
*
```